ORCA calculation (the ωB97M-V functional and the def2-TZVPD basis) on C39H33Cl2N3O5STeZr as an isolated structure.

Last column: Mulliken charge in e.
Geometry (Å):
Zr 0.949 0.812 -1.160  -0.438
N 2.504 -0.944 -0.449  -0.141
C 3.137 -1.658 -1.561  -0.398
C 3.208 -0.707 -2.739  0.128
O 3.577 -1.123 -3.829  -0.714
N 2.816 0.551 -2.424  -0.012
C 2.877 1.483 -3.548  -0.451
C 1.686 2.410 -3.444  0.264
O 1.720 3.585 -3.710  -0.674
O 0.604 1.763 -3.009  -0.404
H 3.180 -0.293 -0.055  0.257
H 2.224 -1.552 0.314  0.209
H 2.527 -2.513 -1.851  0.182
H 4.137 -2.028 -1.329  0.417
H 2.800 0.948 -4.499  0.390
H 3.798 2.063 -3.569  0.321
Cl 2.778 2.711 -0.269  -0.112
C 1.962 4.255 -0.140  0.693
C 2.767 5.368 -0.014  -0.974
C 2.175 6.609 0.123  -0.553
C 0.792 6.704 0.135  -0.674
C 0.012 5.570 -0.002  0.109
Cl -1.708 5.750 0.030  -0.228
C 0.568 4.286 -0.158  0.588
S -0.436 2.876 -0.276  -0.227
H 3.843 5.256 -0.025  0.455
H 2.785 7.497 0.217  0.394
H 0.304 7.663 0.243  0.434
C -1.035 -3.956 3.951  -1.601
C -0.560 -2.774 3.141  0.174
C 0.557 -2.032 3.518  -0.688
C 0.992 -0.934 2.796  1.430
C 2.235 -0.216 3.238  -0.373
O 3.198 -0.867 3.593  -0.656
C 2.263 1.277 3.258  0.349
C 1.107 2.047 3.166  0.122
C 1.187 3.430 3.169  -0.653
C 2.424 4.055 3.263  -0.267
C 3.582 3.293 3.367  -0.702
C 3.500 1.910 3.369  -0.555
C 0.343 -0.580 1.598  -0.532
O 0.788 0.398 0.869  0.013
C -0.810 -1.304 1.210  0.282
C -1.238 -2.377 2.003  -0.729
C -1.625 -0.862 0.071  0.030
N -1.189 -0.118 -0.894  2.271
C -2.139 0.364 -1.922  -0.667
C -1.767 -0.015 -3.368  -1.432
Te -0.004 -1.206 -3.617  0.550
C -0.853 -2.999 -2.866  0.106
C -0.416 -3.536 -1.659  0.343
C -0.959 -4.720 -1.178  -0.725
C -1.952 -5.371 -1.898  -0.613
C -2.397 -4.836 -3.102  -0.684
C -1.845 -3.657 -3.586  -0.457
C -3.071 -1.260 0.146  -1.600
C -3.574 -2.329 -0.584  0.930
C -4.914 -2.674 -0.472  -0.881
C -5.754 -1.951 0.363  -0.606
C -5.249 -0.883 1.094  -0.922
C -3.909 -0.542 0.993  0.038
H -0.380 -4.132 4.804  0.406
H -1.052 -4.867 3.349  0.327
H -2.045 -3.795 4.331  0.334
H 1.115 -2.310 4.406  0.434
H 0.140 1.570 3.075  0.346
H 0.285 4.020 3.076  0.410
H 2.485 5.136 3.246  0.442
H 4.547 3.779 3.441  0.398
H 4.389 1.297 3.447  0.465
H -2.129 -2.922 1.712  0.661
H -2.159 1.452 -1.841  0.326
H -3.139 0.003 -1.711  0.651
H -1.546 0.874 -3.954  0.468
H -2.579 -0.552 -3.853  0.634
H 0.336 -3.016 -1.076  0.120
H -0.613 -5.127 -0.236  0.465
H -2.377 -6.294 -1.524  0.404
H -3.169 -5.340 -3.670  0.408
H -2.185 -3.253 -4.533  0.442
H -2.919 -2.890 -1.238  -0.118
H -5.299 -3.510 -1.043  0.484
H -6.799 -2.219 0.446  0.401
H -5.899 -0.315 1.747  0.423
H -3.508 0.287 1.566  0.534

Energy relative to the best compared isomer or geometry (same formula, charge and spin), kcal per mole: 24.3
M, g mol⁻¹: 945.51